(1)
C3H8N2OS | ωB97M-V/def2-TZVPD

ORCA input file:
```
! wB97M-V def2-TZVPD RIJCOSX def2/J DEFGRID3
* xyz 0 1
C 1.1397 -1.6952 1.3184
C -0.9307 -0.6495 0.7153
C -0.2422 1.2476 -1.2073
H 0.7953 -2.0070 2.3335
H 1.6719 -0.7501 1.3561
H 1.7875 -2.4554 0.8854
H -1.2780 -0.8286 1.7513
H -1.7814 -0.6886 0.0599
H -0.3320 3.2324 -0.8050
H -0.1957 2.8245 -2.4775
H 0.1809 -0.5519 -1.3978
N -0.4854 2.5504 -1.5288
N -0.0315 0.2607 -1.9774
O 0.0372 -1.5783 0.3784
S -0.3355 1.0889 0.5956
*
```

Computed properties:
- SMILES = [H]/N=C(/N)SCOC
- E_HOMO (eV) = -9.2
- frontier orbital gap (Eh) = 0.3640
- molecular weight (g/mol) = 120.18
- energy (hartree) = -702.0223

---

(2)
C3H8N2OS | ωB97M-V/def2-TZVPD

ORCA input file:
```
! wB97M-V def2-TZVPD RIJCOSX def2/J DEFGRID3
* xyz 0 1
C -0.4651 -0.6472 0.6485
C 2.0388 -0.5234 -0.8517
C -1.4926 0.3432 0.1259
N -0.8141 -1.7180 1.1266
N -1.3783 1.6055 0.8993
O 1.8582 -1.1312 1.6768
S 1.3184 -0.0463 0.8404
H 3.0829 -0.3302 -0.7431
H 1.7732 0.1517 -1.5600
H 1.6026 -1.5915 -0.9672
H -2.5700 -0.0314 0.1448
H -1.2390 0.3531 -1.0053
H -0.0527 -2.2689 1.6080
H -1.9482 1.7625 1.6959
H -0.5125 2.0785 0.9585
*
```

Computed properties:
- E_HOMO (eV) = -8.9
- frontier orbital gap (Eh) = 0.3503
- molecular weight (g/mol) = 120.18
- energy (hartree) = -701.9596

---

(3)
C3H8N2OS | ωB97M-V/def2-TZVPD

ORCA input file:
```
! wB97M-V def2-TZVPD RIJCOSX def2/J DEFGRID3
* xyz 0 1
C -2.1442 0.6924 -2.0507
C 3.2655 -0.9933 2.2063
C -2.1486 -0.5819 -2.4224
N 0.9783 1.9020 0.9703
N -0.8445 0.1183 0.8342
O 2.5648 -1.7991 1.6744
S 0.6579 0.4601 0.5389
H -3.0956 0.9612 -1.5378
H -1.5147 1.5485 -2.1927
H 3.5292 -0.9872 3.3683
H 4.0001 -0.3476 1.6046
H -3.0990 -1.0566 -2.1830
H -1.4699 -1.2181 -2.9303
H 0.2066 2.1835 1.5097
H -0.8860 -0.8820 0.6101
*
```

Computed properties:
- E_HOMO (eV) = -9.6
- frontier orbital gap (Eh) = 0.3450
- molecular weight (g/mol) = 120.18
- energy (hartree) = -701.8936

---

(4)
C3H8N2OS | ωB97M-V/def2-TZVPD

ORCA input file:
```
! wB97M-V def2-TZVPD RIJCOSX def2/J DEFGRID3
* xyz 0 3
C -1.8897 1.7658 0.6616
C 2.2221 -0.5549 -0.6054
C -1.1352 -0.3564 -0.0617
N -0.3540 -2.4530 -0.4841
N -1.1281 -1.5667 -0.2417
O -2.1717 0.5684 -0.0494
S 1.2810 0.9990 -0.3434
H -2.7636 2.4880 0.6100
H -1.0841 2.3606 0.1037
H -1.5065 1.5206 1.6972
H 3.0845 -0.7599 -0.0005
H 2.6579 -0.5825 -1.6114
H 1.6256 -1.3697 -0.5895
H 1.6961 1.1577 0.8801
H -0.5342 -3.2172 0.0344
*
```

Computed properties:
- E_HOMO (alpha / beta) (eV) = -6.4 / -8.5
- frontier orbital gap (alpha / beta) (Eh) = 0.2650 / 0.2791
- molecular weight (g/mol) = 120.18
- energy (hartree) = -701.7911

---

(5)
C3H8N2OS2 | ωB97M-V/def2-TZVPD

ORCA input file:
```
! wB97M-V def2-TZVPD RIJCOSX def2/J DEFGRID3
* xyz 0 1
C -2.2954 -0.7270 0.6515
C -0.1315 -0.2088 -0.4662
C 2.1817 0.1043 -1.2840
H -2.2310 -1.7508 0.2315
H -3.0313 -0.1326 0.1043
H -2.6244 -0.8203 1.6566
H -1.4270 2.0594 1.1347
H 2.9068 0.8426 -0.9941
H 2.6640 -0.9011 -1.4069
H 1.7237 0.4022 -2.2361
H 1.8499 0.7494 1.3913
N -0.9749 -0.1030 0.6396
N 1.1531 0.0708 -0.2419
O 1.7896 -0.1463 1.0070
S -0.7817 1.1203 1.7911
S -0.7717 -0.5593 -1.9784
*
```

Computed properties:
- SMILES = CN(O)C(=S)N(C)S
- E_HOMO (eV) = -8.3
- frontier orbital gap (Eh) = 0.3226
- molecular weight (g/mol) = 152.24
- energy (hartree) = -1100.1498

---

(6)
C3H8N2S | ωB97M-V/def2-TZVPD

ORCA input file:
```
! wB97M-V def2-TZVPD RIJCOSX def2/J DEFGRID3
* xyz 0 1
C -1.6953 0.6661 -0.4558
C -1.2612 -0.8685 -0.5917
C 2.3832 -0.0969 0.8853
N -0.6589 1.4484 -0.9689
N 1.2241 -0.4132 0.1740
S -0.1037 -1.1053 0.7141
H -2.4839 0.6297 -1.1364
H -1.8983 0.7979 0.5977
H -2.0855 -1.6635 -0.2364
H -0.9768 -1.0508 -1.6343
H 2.9860 -0.9798 0.7308
H 2.7398 0.6989 0.2412
H 2.0010 0.0106 1.8798
H -0.1704 1.9266 -0.1996
*
```

Computed properties:
- E_HOMO (alpha / beta) (eV) = -7.6 / -8.7
- frontier orbital gap (alpha / beta) (Eh) = 0.2718 / 0.3233
- molecular weight (g/mol) = 104.18
- energy (hartree) = -626.6269

---

(7)
C3H8N2S | ωB97M-V/def2-TZVPD

ORCA input file:
```
! wB97M-V def2-TZVPD RIJCOSX def2/J DEFGRID3
* xyz 0 1
C 1.1503 1.2682 -0.0423
C 0.3196 -1.8570 0.8657
C -0.3503 0.8192 0.1889
N -1.9339 0.5333 -1.4428
N -0.8259 0.1369 -1.0739
S -0.5927 -0.3678 1.4669
H 1.2767 2.2346 0.3759
H 1.3241 1.4502 -1.1986
H 1.7915 0.5269 0.3748
H 1.3706 -1.7105 1.0530
H 0.0985 -1.9030 -0.2001
H -0.1678 -2.6276 1.4330
H -1.1800 1.4904 0.4556
H -2.2805 0.0062 -2.2561
*
```

Computed properties:
- SMILES = [H]/N=N/[C@H](C)SC
- E_HOMO (eV) = -8.6
- frontier orbital gap (Eh) = 0.3491
- molecular weight (g/mol) = 104.18
- energy (hartree) = -626.7279

---

(8)
C3H8N2S2 | ωB97M-V/def2-TZVPD

ORCA input file:
```
! wB97M-V def2-TZVPD RIJCOSX def2/J DEFGRID3
* xyz 0 1
C 2.3116 -0.1991 -0.3361
C -1.5939 1.0050 0.7848
C -1.4725 0.2383 -0.5864
N -0.0899 -1.5690 -0.6293
N -1.2708 -1.1083 -0.3360
S 1.7936 -1.1460 0.7906
S 3.6975 0.8497 -0.3143
H -0.6142 1.1696 1.3269
H -1.7983 1.9660 0.5839
H -2.2537 0.5135 1.5321
H -2.4024 0.3733 -1.1246
H -0.7573 0.7812 -1.1108
H -0.0991 -2.6206 -0.4432
H 0.6447 -1.1307 -1.2476
H 3.9047 0.8768 1.1101
*
```

Computed properties:
- E_HOMO (alpha / beta) (eV) = -7.1 / -7.4
- frontier orbital gap (alpha / beta) (Eh) = 0.2323 / 0.2811
- molecular weight (g/mol) = 136.25
- energy (hartree) = -1024.7996

---

(9)
C3H8N2S2 | ωB97M-V/def2-TZVPD

ORCA input file:
```
! wB97M-V def2-TZVPD RIJCOSX def2/J DEFGRID3
* xyz 0 1
C -2.4177 0.0863 -0.2626
C 1.8623 0.6623 1.0373
C 2.0594 -0.5159 -0.9362
N -1.7245 1.0190 -0.7598
N 1.2951 -0.1388 0.0023
S -1.8850 -1.5140 0.4655
S -4.0528 0.3227 0.1182
H 1.5033 1.6357 0.9881
H 1.6390 0.3748 2.0593
H 3.0534 0.4821 1.1620
H 1.5213 -1.1011 -1.8022
H 3.1623 -0.3391 -1.1729
H -0.6605 -1.1426 0.1680
H -0.6978 0.9857 -0.7082
H -4.6576 -0.8171 -0.3588
*
```

Computed properties:
- SMILES = N=C(S)S.C=NC
- E_HOMO (eV) = -9.3
- frontier orbital gap (Eh) = 0.3671
- molecular weight (g/mol) = 136.25
- energy (hartree) = -1024.9005

---

(10)
C3H8N2S2 | ωB97M-V/def2-TZVPD

ORCA input file:
```
! wB97M-V def2-TZVPD RIJCOSX def2/J DEFGRID3
* xyz 0 1
C 0.4858 -1.4061 1.1106
C -0.2618 0.5547 -0.1954
C 0.4543 1.8481 -0.0212
H 0.9469 -2.3870 0.9859
H -0.5948 -1.5993 1.3589
H 1.0016 -0.8107 1.8504
H 1.3578 -1.0041 -2.2125
H 0.3243 2.5322 -0.9082
H -0.0516 2.4841 0.7288
H 1.4654 1.6980 0.2474
H -3.5838 -0.3200 -0.7214
N 0.4383 -0.6811 -0.1743
N -1.5414 0.6316 -0.3333
S 1.9054 -0.6955 -1.0176
S -2.3464 -0.8448 -0.6981
*
```

Computed properties:
- SMILES = C/C(=N/S)N(C)S
- E_HOMO (eV) = -8.5
- frontier orbital gap (Eh) = 0.3386
- molecular weight (g/mol) = 136.25
- energy (hartree) = -1024.9326

---

(11)
C3H8N3 | ωB97M-V/def2-TZVPD

ORCA input file:
```
! wB97M-V def2-TZVPD RIJCOSX def2/J DEFGRID3
* xyz 1 1
C -1.0587 0.4721 -0.5833
C 0.1215 -0.2843 -0.2476
C 0.8574 -0.0918 0.8928
N -1.4355 1.4218 0.1695
N 0.5186 -1.3356 -1.2163
N 0.5502 0.8437 1.7685
H -1.5975 0.1681 -1.5057
H 1.7209 -0.7193 1.0924
H -2.2737 1.9161 -0.1136
H 1.4835 -1.2083 -1.5509
H 0.4440 -2.2831 -0.8191
H 1.0662 0.9712 2.6214
H -0.2772 1.4025 1.5155
H -0.1197 -1.2731 -2.0234
*
```

Computed properties:
- SMILES = [H]/N=C/C([NH3+])=C\N
- E_HOMO (eV) = -12.9
- frontier orbital gap (Eh) = 0.3377
- molecular weight (g/mol) = 86.12
- energy (hartree) = -283.1088

---

(12)
C3H8N3 | ωB97M-V/def2-TZVPD

ORCA input file:
```
! wB97M-V def2-TZVPD RIJCOSX def2/J DEFGRID3
* xyz 1 3
C 2.0020 0.1503 -0.2595
C 0.1708 -0.3152 0.0881
C -2.0817 -0.3331 -0.7459
N 1.4290 -0.8687 0.4416
N 0.8271 0.6501 -0.6981
N -1.0294 -0.8556 -0.1392
H 3.0293 0.5639 -0.2753
H 0.1006 1.5835 1.6309
H -1.7814 0.4207 -1.4164
H -3.0994 -0.7907 -0.9235
H -0.6175 1.6927 2.2027
H 1.7818 -1.6693 0.7583
H 0.5108 1.5078 -1.0407
H -1.2420 -1.7362 0.3770
*
```

Computed properties:
- E_HOMO (alpha / beta) (eV) = -10.8 / -16.0
- frontier orbital gap (alpha / beta) (Eh) = 0.2736 / 0.3766
- molecular weight (g/mol) = 86.12
- energy (hartree) = -282.8951

---

(13)
C3H8N3 | ωB97M-V/def2-TZVPD

ORCA input file:
```
! wB97M-V def2-TZVPD RIJCOSX def2/J DEFGRID3
* xyz 1 3
C -0.8021 0.9673 -0.4146
C -0.8329 -0.2660 0.1034
C -1.9203 -1.1971 -0.0910
N 1.2559 -0.0822 1.2545
N 0.2148 -0.4410 0.9789
N 2.5159 0.4317 0.0076
H -0.0395 1.7621 -0.2166
H -1.6542 1.3216 -0.9364
H -2.7574 -0.4363 -0.0650
H -2.1013 -1.9637 0.7191
H -2.0382 -1.7068 -0.9881
H 2.4887 0.0246 -0.9071
H 3.2291 0.1040 0.5998
H 2.4415 1.4817 -0.0445
*
```

Computed properties:
- E_HOMO (alpha / beta) (eV) = -11.5 / -14.4
- frontier orbital gap (alpha / beta) (Eh) = 0.2654 / 0.2373
- molecular weight (g/mol) = 86.12
- energy (hartree) = -282.8842

---

(14)
C3H8N3O | ωB97M-V/def2-TZVPD

ORCA input file:
```
! wB97M-V def2-TZVPD RIJCOSX def2/J DEFGRID3
* xyz 1 1
C -2.1197 -0.2430 -0.2770
C 1.8726 -0.4146 0.5246
C 1.3839 -0.3618 -0.8944
N -3.0173 0.6478 -0.3324
N -0.5232 0.4856 0.2785
N 0.4310 -0.5270 0.2124
O -2.0324 -1.4125 -0.4494
H 2.2322 -1.3752 0.8853
H 2.3860 0.3677 1.0539
H 1.5235 0.6851 -1.2354
H 1.7701 -1.1719 -1.4986
H -2.8766 1.4899 0.2978
H -3.9353 0.4240 -0.7329
H -0.8888 0.7209 1.2408
H -0.0195 -1.5400 0.1067
*
```

Computed properties:
- E_HOMO (eV) = -14.7
- frontier orbital gap (Eh) = 0.4292
- molecular weight (g/mol) = 102.12
- energy (hartree) = -358.2576

---

(15)
C3H8N3O | ωB97M-V/def2-TZVPD

ORCA input file:
```
! wB97M-V def2-TZVPD RIJCOSX def2/J DEFGRID3
* xyz 1 1
C 1.0876 1.5366 0.1128
C -0.3575 1.2124 -0.1456
C 1.3508 -0.5385 -0.4826
N 1.9124 0.6228 -0.0321
N -0.2938 -0.0777 -0.7604
N -1.1929 -0.9730 -0.0618
O 1.3710 -1.6648 0.2626
H 1.4557 2.5132 0.3551
H -0.7751 1.1228 0.8717
H -0.8574 2.0986 -0.7589
H 1.6958 -0.7011 -1.5157
H -0.7564 -0.9958 0.8142
H -1.1959 -1.8521 -0.6464
H -2.1016 -0.5381 -0.1598
H 2.3148 -1.9345 0.2922
*
```

Computed properties:
- SMILES = [NH3+]N1CC=N[C@H]1O
- E_HOMO (eV) = -14.7
- frontier orbital gap (Eh) = 0.4081
- molecular weight (g/mol) = 102.12
- energy (hartree) = -358.2701

---

(16)
C3H8N3O3 | ωB97M-V/def2-TZVPD

ORCA input file:
```
! wB97M-V def2-TZVPD RIJCOSX def2/J DEFGRID3
* xyz 1 1
C 1.1341 -0.2307 1.3003
C -2.1016 -0.1928 -2.1591
C -1.5929 1.2231 -1.7598
N 1.2538 -0.7457 2.5271
N 1.7847 -0.7341 0.2771
N -1.2509 -1.0358 -1.8249
O 0.5374 0.8344 1.2653
O -0.3832 0.9998 -1.1211
O -0.2297 -0.7059 -1.2449
H 1.8083 -0.1262 -0.6273
H -2.8727 -0.4545 -2.8906
H -1.6528 1.7735 -2.7619
H -2.2343 1.6759 -1.0711
H 1.8426 -1.5228 2.6771
H 0.5330 -0.5290 3.1791
H 2.5773 -1.4032 0.4423
H -0.0577 0.9764 0.4058
*
```

Computed properties:
- E_HOMO (eV) = -14.0
- frontier orbital gap (Eh) = 0.3468
- molecular weight (g/mol) = 134.12
- energy (hartree) = -508.7072

---

(17)
C3H8N3S2 | ωB97M-V/def2-TZVPD

ORCA input file:
```
! wB97M-V def2-TZVPD RIJCOSX def2/J DEFGRID3
* xyz 1 1
C 1.7693 -0.2612 1.3143
C 2.6363 0.6689 0.5097
C 0.1036 0.1137 -0.1403
N 0.6148 -0.5560 0.9224
N -2.6078 0.5199 0.1555
N -0.8109 -0.6210 -1.1158
S 1.4381 1.3855 -0.6891
S -1.0986 1.3466 0.5613
H 2.2538 -0.7442 2.1102
H 3.0833 1.5450 1.0768
H 3.5259 0.1623 0.0798
H -3.1388 0.1674 0.9743
H -3.0575 1.3036 -0.3366
H -0.9942 -0.0927 -1.9770
H -1.7728 -0.4200 -0.6496
H -0.5997 -1.6604 -1.0317
*
```

Computed properties:
- E_HOMO (eV) = -13.1
- frontier orbital gap (Eh) = 0.3594
- molecular weight (g/mol) = 150.25
- energy (hartree) = -1079.4470

---

(18)
C3H8N4 | ωB97M-V/def2-TZVPD

ORCA input file:
```
! wB97M-V def2-TZVPD RIJCOSX def2/J DEFGRID3
* xyz 0 1
C -0.7306 -0.6847 3.1032
C -0.0506 0.2293 -1.7415
C -1.3591 -0.1866 -1.0625
N 0.1642 -0.3529 2.1820
N 0.8803 -0.1022 1.3566
N 0.8923 0.5718 -1.0169
N 2.1571 0.7564 -1.3516
H -1.6875 -0.8071 2.7229
H -0.3589 -1.1208 4.0803
H -0.0484 0.3246 -2.8569
H -1.9953 0.7455 -1.0756
H -1.0812 -0.2674 -0.0085
H -1.8062 -1.1122 -1.4512
H 2.2468 1.1035 -2.3014
H 2.7772 0.9028 -0.5790
*
```

Computed properties:
- E_HOMO (eV) = -8.2
- frontier orbital gap (Eh) = 0.3450
- molecular weight (g/mol) = 100.12
- energy (hartree) = -337.9778

---

(19)
C3H8N4 | ωB97M-V/def2-TZVPD

ORCA input file:
```
! wB97M-V def2-TZVPD RIJCOSX def2/J DEFGRID3
* xyz 2 1
C 1.0251 1.6372 0.9604
C -0.4167 0.3842 -1.3599
C 0.1744 -1.6759 -0.1779
N -2.4132 -0.4459 1.1859
N -1.5642 -0.4801 0.4800
N 1.4229 1.9976 1.9293
N -0.5727 -0.4943 -0.2019
H 0.7912 0.9837 0.0753
H -1.0426 1.2960 -1.2596
H 0.5602 0.4711 -1.7163
H -0.9046 -0.2648 -2.1262
H 1.0892 -1.4739 -0.7265
H 0.5815 -1.8722 0.7552
H -0.4252 -2.4405 -0.6138
H 1.6947 2.3776 2.7961
*
```

Computed properties:
- E_HOMO (eV) = -20.2
- frontier orbital gap (Eh) = 0.4001
- molecular weight (g/mol) = 100.12
- energy (hartree) = -337.2569

---

(20)
C3H8N4O | ωB97M-V/def2-TZVPD

ORCA input file:
```
! wB97M-V def2-TZVPD RIJCOSX def2/J DEFGRID3
* xyz 0 1
C 0.3378 1.4739 0.9152
C -1.0274 0.2048 -0.7852
C -0.1355 0.2191 0.2292
N 1.9141 -2.3198 1.1020
N -1.6408 1.2662 -1.3972
O -1.4253 -0.9924 -1.3242
N 0.3603 -0.9541 0.7540
N 1.5680 -1.1507 0.5260
H -2.2929 -0.7971 -1.7145
H 1.1001 -2.8962 1.2945
H 2.6635 -2.7932 0.6091
H -1.5680 1.1826 -2.4097
H -1.2575 2.1631 -1.1117
H 1.3823 1.6765 0.6558
H 0.2706 1.3592 2.0028
H -0.2493 2.3580 0.6540
*
```

Computed properties:
- SMILES = CC(/N=N/N)=C(\N)O
- E_HOMO (eV) = -7.5
- frontier orbital gap (Eh) = 0.3063
- molecular weight (g/mol) = 116.12
- energy (hartree) = -413.2987